Density functional theory data (the ωB97M-V functional and the def2-TZVPD basis) for a structure of composition C33H34CrF3N5O3PS.

Each line ends with the Löwdin spin population.
Positions of all 81 atoms, in Å:
Cr -0.234 0.457 -0.352  1.043
F -5.349 -0.254 3.544  0.000
C -4.377 0.256 2.758  -0.001
F -4.417 1.592 2.920  -0.001
F -4.742 0.000 1.492  -0.001
C -3.028 -0.310 3.122  -0.002
C -2.924 -1.142 4.222  0.000
C -1.683 -1.632 4.591  -0.002
C -0.594 -1.264 3.823  0.001
N -0.676 -0.471 2.759  0.001
C -1.867 0.009 2.397  -0.004
S -1.899 1.095 1.005  -0.037
H -3.810 -1.405 4.783  0.000
H -1.565 -2.282 5.446  0.000
H 0.402 -1.620 4.069  0.000
C 3.067 -4.740 0.439  0.000
C 2.012 -5.159 -0.364  0.000
C 0.914 -4.335 -0.550  0.000
C 0.871 -3.079 0.052  0.002
C 1.934 -2.662 0.849  0.000
C 3.027 -3.495 1.048  0.000
P -0.530 -1.939 -0.094  0.002
C -1.892 -2.816 0.742  -0.002
C -1.652 -3.767 1.731  -0.001
C -2.710 -4.397 2.371  0.000
C -4.017 -4.076 2.034  -0.001
C -4.264 -3.122 1.057  0.000
C -3.209 -2.494 0.414  -0.001
C -1.127 -1.739 -1.788  0.000
C -1.596 -2.641 -2.740  -0.001
C -2.100 -2.140 -3.928  0.001
C -2.149 -0.763 -4.143  -0.002
C -1.692 0.130 -3.183  -0.002
C -1.167 -0.351 -1.981  -0.025
H 3.921 -5.389 0.589  0.000
H 2.046 -6.131 -0.838  0.000
H 0.085 -4.672 -1.160  0.000
H 1.896 -1.678 1.307  0.000
H 3.848 -3.169 1.673  0.000
H -0.634 -4.023 2.000  0.000
H -2.510 -5.137 3.135  0.000
H -4.843 -4.567 2.534  0.000
H -5.281 -2.856 0.799  0.000
H -3.409 -1.740 -0.339  0.000
H -1.587 -3.709 -2.556  0.000
H -2.468 -2.816 -4.689  0.000
H -2.556 -0.387 -5.074  0.000
H -1.741 1.195 -3.374  0.000
C 3.842 -0.379 -1.367  0.000
C 2.677 0.585 -1.517  0.000
C 2.888 1.547 -2.674  0.000
O 1.458 -0.164 -1.704  -0.004
C 2.481 1.348 -0.199  0.005
O 3.288 2.195 0.139  0.011
O 1.419 1.007 0.472  0.016
H 3.966 -0.956 -2.285  0.000
H 3.662 -1.072 -0.546  0.000
H 4.756 0.179 -1.169  0.000
H 3.102 0.993 -3.592  0.000
H 3.735 2.193 -2.453  0.000
H 2.005 2.167 -2.836  0.000
H 1.184 -0.171 -2.629  0.000
C 2.805 5.623 -1.478  0.000
C 1.948 6.091 -0.307  0.000
C 2.374 5.411 0.992  0.000
C 0.456 5.916 -0.596  0.000
N 0.103 4.553 -0.986  0.001
C 0.023 3.441 -0.263  0.002
N -0.259 2.451 -1.083  0.000
N -0.341 2.981 -2.318  0.000
N -0.133 4.241 -2.270  0.000
H 3.851 5.879 -1.305  0.000
H 2.491 6.076 -2.420  0.000
H 2.754 4.537 -1.582  0.000
H 2.074 7.173 -0.188  0.000
H 2.387 4.324 0.895  0.000
H 1.725 5.693 1.825  0.000
H 3.392 5.707 1.250  0.000
H 0.144 6.539 -1.432  0.000
H -0.144 6.177 0.276  0.000
H 0.164 3.355 0.800  0.000

Its multiplicity is 2. Its HOMO-LUMO gap (alpha / beta) is 7.98 / 8.24 eV. For the HOMO energy (alpha / beta), the calculation gives -0.296 / -0.288 Ha. Its expectation value of S² is 0.7649. The total energy is -105064.8605 eV.

***

Density functional theory data (the ωB97M-V functional and the def2-TZVPD basis) for a structure of composition C26H25Br2CaN9O2S at a distorted geometry.

Each line ends with the natural charge from an NBO analysis.
Positions of all 66 atoms, in Å:
Ca 0.257 -0.250 -0.058  1.733
C 1.598 -3.998 2.948  -0.707
C 1.168 -3.047 1.871  0.246
N 0.608 -1.916 2.099  -0.235
N 0.444 -1.618 3.429  -0.455
C -0.214 -0.492 3.840  0.270
N -0.037 -0.277 5.172  -0.800
S -1.132 0.484 2.880  -0.198
C 1.374 -3.435 0.437  0.171
C 2.356 -4.343 0.088  -0.231
C 2.502 -4.691 -1.246  -0.143
C 1.646 -4.139 -2.175  -0.242
C 0.708 -3.221 -1.732  0.078
N 0.570 -2.857 -0.458  -0.463
H 0.811 -4.108 3.697  0.232
H 2.508 -3.655 3.452  0.237
H 1.795 -4.987 2.545  0.243
H 0.952 -2.159 4.107  0.380
H 0.783 -0.631 5.638  0.386
H -0.425 0.583 5.522  0.416
H 3.020 -4.755 0.835  0.218
H 3.278 -5.382 -1.549  0.221
H 1.715 -4.383 -3.227  0.224
H 0.044 -2.739 -2.439  0.196
O -1.769 -0.930 -0.429  -0.658
N -2.716 -0.108 -0.199  0.155
N -2.331 1.093 -0.006  0.146
O -1.070 1.488 -0.042  -0.736
C -3.346 2.095 0.299  0.184
C -4.688 1.760 0.385  -0.246
C -5.599 2.761 0.685  -0.202
C -5.178 4.070 0.895  -0.220
C -3.829 4.376 0.803  -0.200
C -2.900 3.384 0.504  -0.245
H -5.006 0.740 0.228  0.242
H -6.650 2.509 0.757  0.214
H -5.898 4.843 1.129  0.213
H -3.485 5.390 0.965  0.214
H -1.844 3.594 0.427  0.249
C -1.536 -1.653 -5.517  -0.634
C -0.672 -0.648 -4.804  -0.038
C 0.306 0.083 -5.453  -0.167
C 1.043 1.027 -4.753  -0.189
C 0.787 1.178 -3.412  0.085
Br 2.817 -0.457 -1.000  -0.900
N -0.114 0.459 -2.739  -0.416
C -0.835 -0.413 -3.437  0.035
H -1.179 -1.834 -6.531  0.219
H -2.570 -1.314 -5.588  0.230
H -1.543 -2.607 -4.987  0.224
H 0.489 -0.071 -6.510  0.219
H 1.798 1.635 -5.231  0.236
H -1.567 -0.973 -2.860  0.220
Br 3.574 -0.367 3.223  0.010
C 2.913 1.344 2.654  0.182
C 3.554 2.461 3.173  -0.287
C 3.149 3.696 2.709  -0.153
C 2.141 3.763 1.760  -0.240
C 1.570 2.585 1.329  0.063
N 1.946 1.371 1.772  -0.473
H 4.350 2.352 3.894  0.233
H 3.626 4.597 3.074  0.221
H 1.805 4.706 1.352  0.229
H 0.770 2.613 0.600  0.225
N 1.912 3.163 -2.138  -0.308
C 1.445 2.252 -2.659  0.288

Its HOMO-LUMO gap is 7.86 eV. For the HOMO energy, the calculation gives -0.289 Ha. The total energy is -214234.1466 eV.

***

Density functional theory data (the ωB97M-V functional and the def2-TZVPD basis) for the ion C26H32N3O with charge +1 at a distorted geometry.

Each line ends with the natural charge from an NBO analysis.
Positions of all 62 atoms, in Å:
C 1.730 -0.473 2.774  -0.397
N 1.020 -0.572 1.428  -0.228
C 1.967 0.295 0.531  -0.249
C 1.353 1.421 -0.270  -0.094
O -0.062 1.366 -0.328  -0.501
C -0.685 1.312 0.944  -0.092
C -0.394 0.012 1.667  -0.242
H 1.760 0.600 3.034  0.227
H 1.169 -1.029 3.535  0.225
H 2.760 -0.838 2.671  0.237
H 2.706 0.766 1.202  0.222
H 2.563 -0.370 -0.106  0.267
H 1.686 2.379 0.168  0.186
H 1.714 1.382 -1.311  0.223
H -0.390 2.171 1.573  0.178
H -1.763 1.360 0.719  0.235
H -1.120 -0.753 1.372  0.258
H -0.503 0.163 2.756  0.222
C 3.213 -3.432 2.769  -0.666
C 3.251 -3.017 1.354  0.228
N 4.408 -3.130 0.629  -0.351
C 5.712 -3.409 1.194  -0.407
C 4.152 -2.878 -0.714  0.131
C 2.753 -2.623 -0.845  -0.030
C 2.254 -2.549 -2.143  -0.237
C 3.129 -2.561 -3.236  -0.215
C 4.510 -2.712 -3.067  -0.201
C 5.038 -2.904 -1.780  -0.239
C 2.239 -2.546 0.521  -0.182
C 0.933 -2.022 1.026  -0.062
C -0.185 -2.375 0.051  -0.178
C -0.919 -3.568 0.028  0.236
C -0.782 -4.824 0.786  -0.659
N -1.871 -3.498 -0.957  -0.347
C -2.746 -4.591 -1.329  -0.408
C -1.763 -2.286 -1.638  0.142
C -0.645 -1.595 -1.080  -0.062
C -0.073 -0.612 -1.861  -0.184
C -0.821 -0.023 -2.875  -0.235
C -1.951 -0.676 -3.389  -0.198
C -2.405 -1.871 -2.799  -0.260
H 2.170 -3.546 3.088  0.226
H 3.692 -4.418 2.873  0.248
H 3.721 -2.720 3.442  0.226
H 6.458 -3.321 0.398  0.229
H 5.936 -2.688 1.992  0.206
H 5.766 -4.418 1.622  0.214
H 1.184 -2.583 -2.315  0.233
H 2.724 -2.481 -4.243  0.225
H 5.181 -2.660 -3.926  0.228
H 6.104 -3.038 -1.597  0.220
H 0.654 -2.545 1.964  0.232
H 0.028 -4.751 1.519  0.225
H -1.725 -5.056 1.307  0.235
H -0.546 -5.665 0.109  0.243
H -3.370 -4.267 -2.163  0.228
H -2.185 -5.482 -1.648  0.211
H -3.393 -4.895 -0.497  0.210
H 0.996 -0.438 -1.770  0.203
H -0.504 0.929 -3.290  0.220
H -2.469 -0.257 -4.251  0.226
H -3.246 -2.438 -3.201  0.221

Its HOMO-LUMO gap is 7.88 eV. For the HOMO energy, the calculation gives -0.368 Ha. Its charge is +1. The total energy is -33991.6775 eV. As for the SMILES: Cc1c(C(c2c(C)n(C)c3ccccc23)[N+]2(C)CCOCC2)c2ccccc2n1C.

***

Density functional theory data (the ωB97M-V functional and the def2-TZVPD basis) for the molecule C8H7N at a distorted geometry.

Each line ends with the natural charge from an NBO analysis.
Positions of all 16 atoms, in Å:
C -1.090 1.492 -0.039  -0.263
C -2.258 0.760 -0.043  -0.067
C -0.030 0.484 0.030  -0.188
C -0.691 -0.767 0.077  0.119
C 0.146 -1.920 0.031  -0.318
C 1.440 -1.751 -0.115  -0.112
C 1.405 0.457 -0.017  0.089
C 2.317 1.388 -0.007  -0.478
N -2.016 -0.584 -0.029  -0.489
H -0.828 2.470 -0.262  0.225
H -3.241 0.892 -0.365  0.203
H -0.256 -2.859 0.296  0.220
H 2.311 -2.418 -0.176  0.212
H 3.444 1.138 0.117  0.222
H 2.057 2.451 0.215  0.213
H -2.708 -1.233 0.287  0.411

Its HOMO-LUMO gap is 8.43 eV. For the HOMO energy, the calculation gives -0.279 Ha. The total energy is -9894.8541 eV.

***

Please write out number 4 again, unchanged.
Density functional theory data (the ωB97M-V functional and the def2-TZVPD basis) for the molecule C8H7N at a distorted geometry.

Each line ends with the natural charge from an NBO analysis.
Positions of all 16 atoms, in Å:
C -1.090 1.492 -0.039  -0.263
C -2.258 0.760 -0.043  -0.067
C -0.030 0.484 0.030  -0.188
C -0.691 -0.767 0.077  0.119
C 0.146 -1.920 0.031  -0.318
C 1.440 -1.751 -0.115  -0.112
C 1.405 0.457 -0.017  0.089
C 2.317 1.388 -0.007  -0.478
N -2.016 -0.584 -0.029  -0.489
H -0.828 2.470 -0.262  0.225
H -3.241 0.892 -0.365  0.203
H -0.256 -2.859 0.296  0.220
H 2.311 -2.418 -0.176  0.212
H 3.444 1.138 0.117  0.222
H 2.057 2.451 0.215  0.213
H -2.708 -1.233 0.287  0.411

Its HOMO-LUMO gap is 8.43 eV. For the HOMO energy, the calculation gives -0.279 Ha. The total energy is -9894.8541 eV.